Density functional theory data (ωB97M-V with the def2-TZVPD basis set) for a molecular structure, C21H23N5O5Se2Ta.

- Total charge: +1
- Energy above the lowest of the compared OMol25 structures with the same formula, charge and spin: 24.58 kcal per mole
- 2S+1: 1
- Max |F|: 0.58 eV Å⁻¹
- Orbital gap: 6.77 eV
- LUMO level: -2.9 eV
- HOMO energy: -9.66 eV

Last column: natural (NBO) charge in e.
Atoms and positions in Å:
Ta -0.01 0.66 0.39  1.62
O 0.40 1.78 -1.34  -0.54
N 1.46 1.59 -2.07  0.17
N 2.12 0.59 -1.67  0.18
O 1.69 -0.10 -0.65  -0.57
C 3.40 0.27 -2.25  0.14
C 4.14 -0.75 -1.66  -0.23
C 5.38 -1.06 -2.21  -0.19
C 5.85 -0.37 -3.32  -0.18
C 5.08 0.64 -3.89  -0.19
C 3.84 0.97 -3.36  -0.23
H 3.76 -1.28 -0.81  0.25
H 5.97 -1.85 -1.77  0.23
H 6.81 -0.62 -3.74  0.23
H 5.44 1.18 -4.75  0.23
H 3.24 1.75 -3.80  0.25
O -0.36 -0.30 2.03  -0.74
C -0.03 -0.38 3.33  0.33
C -0.75 -1.22 4.17  -0.24
C -0.43 -1.30 5.51  -0.16
C 0.62 -0.55 6.03  -0.22
C 1.34 0.28 5.20  -0.17
C 1.04 0.38 3.83  -0.12
C 1.79 1.26 2.95  0.37
N 1.49 1.61 1.71  -0.55
C 2.47 2.48 1.27  -0.09
C 3.37 2.66 2.26  -0.05
N 2.93 1.90 3.31  -0.49
H -1.57 -1.79 3.75  0.24
H -1.00 -1.95 6.16  0.23
H 0.86 -0.60 7.08  0.23
H 2.14 0.88 5.62  0.20
H 2.43 2.93 0.29  0.24
H 4.26 3.26 2.32  0.24
H 3.39 1.80 4.20  0.43
O -4.35 -3.03 -3.51  -0.73
C -4.84 -1.76 -3.12  -0.05
C -4.05 -1.27 -1.90  -0.13
C -4.68 0.06 -1.47  -0.06
O -3.68 0.88 -0.91  -0.74
C -2.59 -1.06 -2.33  -0.53
Se -1.32 -1.46 -0.87  0.22
C -4.15 -2.34 -0.80  -0.56
Se -2.99 -1.90 0.71  0.22
H -4.87 -3.37 -4.24  0.49
H -5.91 -1.81 -2.86  0.18
H -4.73 -1.03 -3.93  0.18
H -5.49 -0.13 -0.75  0.17
H -5.13 0.55 -2.34  0.17
H -4.04 1.67 -0.51  0.50
H -2.41 -0.05 -2.68  0.26
H -2.32 -1.79 -3.09  0.25
H -3.87 -3.32 -1.19  0.25
H -5.16 -2.39 -0.40  0.24
N -2.35 2.91 0.58  -0.66
C -1.48 2.07 0.51  0.10
H -2.16 3.82 1.00  0.40